[1]
One molecule with the formula C5H7N. Source: the Open Molecules 2025 dataset; level of theory: the ωB97M-V functional and the def2-TZVPD basis.

SMILES string: C#C[C@]1(C)CN1
lowest unoccupied orbital energy: 1.09 eV
molecular weight: 81.12 g mol⁻¹
energy: -249.358138 Ha
frontier orbital gap: 10.43 eV
net charge: 0

Each line ends with the Löwdin charge.
Cartesian coordinates (Å):
N (0.991, 0.258, -1.156)  0.070
C (1.375, -0.549, -0.011)  -0.130
C (-0.442, 1.074, 0.642)  -0.076
C (-0.025, -0.076, -0.157)  -0.553
C (-1.070, -1.124, -0.397)  -0.031
C (-0.843, 2.087, 1.158)  0.126
H (1.247, 1.239, -1.074)  0.099
H (1.729, -0.189, 0.937)  0.106
H (-1.207, 2.984, 1.615)  0.027
H (-0.610, -1.974, -0.906)  0.082
H (1.630, -1.570, -0.298)  0.108
H (-1.431, -1.466, 0.583)  0.092
H (-1.903, -0.730, -0.975)  0.080

=====

[2]
One molecule with the formula C4H10O2Si. Source: the Open Molecules 2025 dataset; level of theory: the ωB97M-V functional and the def2-TZVPD basis.

SMILES string: O[Si]1(O)CCCC1
lowest unoccupied orbital energy: 0.65 eV
molecular weight: 118.21 g mol⁻¹
energy: -598.441552 Ha
frontier orbital gap: 10.34 eV
net charge: 0

Each line ends with the Löwdin charge.
Cartesian coordinates (Å):
Si (-1.218, 0.047, 0.038)  0.328
O (-2.132, 0.428, -1.294)  -0.103
O (-2.228, -0.537, 1.176)  -0.144
C (1.405, -0.829, 0.171)  -0.283
C (1.489, 0.647, 0.042)  -0.228
C (0.058, -1.173, -0.615)  -0.204
C (0.049, 1.308, 0.678)  -0.149
H (1.372, -0.995, 1.176)  0.062
H (-2.167, 1.327, -1.470)  0.010
H (0.130, -0.960, -1.748)  0.099
H (2.302, 1.216, 0.704)  0.143
H (0.073, 1.259, 1.686)  0.010
H (0.003, 2.351, 0.197)  0.094
H (-0.013, -2.297, -0.523)  0.082
H (2.293, -1.448, -0.142)  0.122
H (-2.919, -1.221, 0.870)  0.114
H (1.501, 0.876, -0.945)  0.047

=====

[3]
A 11-piece molecular cluster, C5H31NO11 overall. Source: the Open Molecules 2025 dataset; level of theory: the ωB97M-V functional and the def2-TZVPD basis.

SMILES string: CCN(C=O)CC.O.O.O.O.O.O.O.O.O.O
lowest unoccupied orbital energy: 0.12 eV
molecular weight: 281.30 g mol⁻¹
energy: -1091.410267 Ha
frontier orbital gap: 9.97 eV
net charge: 0

Each line ends with the Löwdin charge.
Cartesian coordinates (Å):
O (-4.339, -0.215, 1.871)  -0.078
O (2.894, -2.446, -2.596)  -0.110
O (-4.069, -1.701, -0.627)  -0.064
O (3.208, 0.224, -2.697)  -0.093
O (4.322, 1.696, -0.157)  -0.190
O (1.975, 3.034, 0.286)  -0.033
O (-2.006, 1.877, 2.459)  -0.038
O (-1.628, -0.723, 3.007)  -0.085
O (2.012, -3.109, 0.424)  -0.022
O (-0.625, 3.414, 0.693)  -0.017
O (-0.516, -2.184, 0.686)  -0.057
N (-0.225, -0.678, -0.952)  -0.086
C (-0.841, 0.062, -2.105)  -0.194
C (-0.752, -1.813, -0.452)  -0.291
C (-1.455, 1.302, -1.584)  -0.112
C (0.935, -0.062, -0.351)  -0.223
C (0.750, 0.182, 1.136)  -0.097
H (2.251, -3.202, -2.306)  0.113
H (0.077, 0.538, -2.718)  0.155
H (1.172, -2.736, 0.572)  -0.052
H (2.113, 3.574, -0.537)  0.109
H (-1.676, -1.200, 2.115)  0.072
H (1.312, 0.961, -0.899)  0.149
H (-1.888, 2.042, -2.256)  0.080
H (-1.451, -0.547, -2.765)  0.117
H (-1.480, -2.334, -1.086)  0.147
H (3.533, 2.042, 0.449)  0.041
H (-1.004, 4.218, 0.810)  0.009
H (2.458, -2.366, 0.793)  0.021
H (-1.112, 2.823, 1.268)  -0.008
H (-2.296, 1.077, -0.852)  0.089
H (-1.645, 2.212, 3.225)  0.025
H (0.383, -0.722, 1.720)  0.049
H (3.496, 0.178, -3.617)  0.048
H (-0.014, 1.005, 1.389)  0.072
H (-4.367, 0.697, 1.444)  0.085
H (3.049, -0.738, -2.474)  -0.003
H (1.218, 3.170, 0.703)  -0.085
H (3.553, -2.529, -1.855)  0.076
H (1.792, 0.527, 1.594)  0.125
H (-3.467, -1.723, 0.123)  -0.002
H (-3.423, -0.265, 2.248)  0.002
H (1.807, -0.928, -0.571)  0.147
H (-4.879, -1.447, -0.187)  0.023
H (-0.712, 1.872, -0.914)  0.069
H (-0.647, -0.623, 3.080)  0.069
H (-2.064, 0.891, 2.515)  0.010
H (3.830, 1.311, -1.001)  0.037

=====

[4]
One molecule with the formula C4H6O2. Source: the Open Molecules 2025 dataset; level of theory: the ωB97M-V functional and the def2-TZVPD basis.

lowest unoccupied orbital energy: 0.39 eV
molecular weight: 86.09 g mol⁻¹
energy: -306.359126 Ha
frontier orbital gap: 9.41 eV
net charge: 0

Each line ends with the Löwdin charge.
Cartesian coordinates (Å):
O (-0.864, 1.746, 1.462)  0.076
O (0.102, -1.371, 0.064)  -0.150
C (0.197, 0.790, -1.057)  -0.033
C (-0.548, -0.082, -0.051)  -0.327
C (1.385, -1.391, 0.286)  0.082
C (-0.731, 0.557, 1.313)  -0.201
H (1.259, 0.684, -0.862)  0.063
H (-0.783, -0.167, 2.156)  0.137
H (-0.090, 1.831, -0.929)  0.083
H (1.548, -2.451, 0.026)  0.025
H (-0.019, 0.464, -2.079)  0.089
H (-1.536, -0.403, -0.395)  0.157